A single C5H5NO molecule, computed with the ωB97M-V functional and the def2-TZVPD basis.

Each atom is followed by the atoms it is bonded to, with distances in Å.
Element x y z (Å)
1 O 1.959 0.811 0.777  C2 1.209
2 C 1.621 0.408 -0.311  O1 1.209, C3 1.501, H8 1.106
3 C 0.424 -0.473 -0.524  C2 1.501, C4 1.499, C5 1.526, H9 1.088
4 C -0.248 -0.889 0.749  C3 1.499, C5 1.495, H10 1.088, H11 1.083
5 C -1.022 -0.081 -0.242  C3 1.526, C4 1.495, C6 1.444, H12 1.087
6 C -1.445 1.275 0.020  C5 1.444, N7 1.157
7 N -1.830 2.351 0.197  C6 1.157
8 H 2.246 0.605 -1.202  C2 1.106
9 H 0.503 -1.140 -1.380  C3 1.088
10 H 0.124 -0.331 1.606  C4 1.088
11 H -0.524 -1.920 0.932  C4 1.083
12 H -1.741 -0.634 -0.841  C5 1.087

Computed properties:
Net charge: 0
Kohn-Sham gap: 0.405 Ha
HOMO level: -10.52 eV
Energy above the lowest of the compared OMol25 structures with the same formula, charge and spin: 144.78 kJ/mol
Max |F|: 1.06 eV Å⁻¹
E_tot: -323.46454 a.u.